#i
ORCA calculation (ωB97M-V/def2-TZVPD) on one molecule with the formula C2H2N2O3.

XYZ file:
```
9
Properties=species:S:1:pos:R:3
O -0.2821 -0.0270 2.3212
N -0.2168 -1.0243 1.2844
C -0.2570 -0.3360 0.1560
O -0.0516 -0.8134 -1.0410
C 0.1720 0.2473 -1.8338
N 0.2958 1.3679 -1.2781
O 0.0535 0.9723 0.0670
H -0.0906 -0.5982 3.2199
H 0.3768 0.2113 -2.8956
```

The value obtained for the LUMO energy is 0.70 eV.

=====

#ii
ORCA calculation (ωB97M-V/def2-TZVPD) on a 2-piece molecular cluster, C2H2N2O3 overall.

XYZ file:
```
9
Properties=species:S:1:pos:R:3
C -0.3174 1.1517 1.6188
C 0.7487 0.0130 -0.6028
N -0.8569 1.7878 2.4056
N -0.6089 -0.3248 -0.7124
O -1.4632 0.5369 -0.9285
O -0.9070 -1.5125 -0.4530
O 1.5920 -0.9830 -0.2248
H 0.8154 1.1271 -0.7431
H 0.9974 -1.7963 -0.3598
```

The value obtained for the LUMO energy (spin up / spin down) is -3.15 / -4.02 eV.

=====

#iii
ORCA calculation (ωB97M-V/def2-TZVPD) on one molecule with the formula C2H2N2O3.

XYZ file:
```
9
Properties=species:S:1:pos:R:3
N -0.2379 2.3886 1.9307
C -0.2218 1.3881 1.4358
C -0.2043 0.0527 0.7123
O -0.3142 0.3526 -0.6744
N 1.2793 -0.4875 0.7647
O 1.4661 -1.3617 1.5910
O 2.0402 0.0784 0.0799
H -0.9289 -0.6220 1.0231
H 0.5141 0.6130 -1.2160
```

The value obtained for the LUMO energy is -0.50 eV.

=====

#iv
ORCA calculation (ωB97M-V/def2-TZVPD) on C2H2N2O3 as an isolated structure.

XYZ file:
```
9
Properties=species:S:1:pos:R:3
C -0.7706 -0.4756 0.0721
C 0.7844 0.6197 -0.3559
H -2.3239 -1.6855 0.7074
H 1.4518 2.1074 -0.2824
N 0.0762 -1.3403 -0.1204
N -0.3605 0.8398 -0.0355
O -1.8817 -0.7372 0.9749
O 1.2048 -0.6307 -0.3940
O 1.8196 1.3024 -0.5662
```

The value obtained for the LUMO energy is 0.57 eV.

=====

Most stable structure: #iv

=====

#i
ORCA calculation (ωB97M-V/def2-TZVPD) on one molecule with the formula C4H10N2.

XYZ file:
```
16
Properties=species:S:1:pos:R:3
C -0.1696 -1.5282 2.1486
N 0.1433 -0.6335 1.3054
C -1.0173 -0.1574 0.5188
C -0.6977 0.0079 -0.9745
C 0.7460 0.3628 -1.4067
N 0.9054 1.8351 -1.3015
H 0.5789 -2.0671 2.7215
H -1.1463 -2.0374 2.0739
H -1.8549 -0.8556 0.4729
H -1.3277 0.8039 0.9968
H -1.4280 0.6262 -1.5079
H -0.7980 -1.0189 -1.3598
H 1.0081 0.0398 -2.4184
H 1.3051 -0.2267 -0.6532
H 1.5441 2.1571 -2.0223
H 1.3911 2.0592 -0.4361
```

The value obtained for the LUMO energy is 1.17 eV.

=====

#ii
ORCA calculation (ωB97M-V/def2-TZVPD) on one molecule with the formula C4H10N2.

XYZ file:
```
16
Properties=species:S:1:pos:R:3
C 0.5514 1.6193 -1.2808
C 0.6593 0.6129 -0.3949
N 1.1129 0.8515 0.9001
C 0.2870 -0.8035 -0.7426
C -0.8608 -1.4525 0.0853
N -1.3863 -0.6034 1.1623
H 1.2226 2.4707 -1.2544
H 0.0410 1.4568 -2.2254
H 0.7036 0.1886 1.5369
H 1.1527 1.8188 1.1602
H 1.1582 -1.4344 -0.6379
H -0.1266 -0.6960 -1.7376
H -0.4529 -2.3370 0.5876
H -1.6719 -1.8633 -0.5267
H -2.0082 -1.1115 1.7815
H -1.9451 0.1144 0.7133
```

The value obtained for the LUMO energy is 1.02 eV.

=====

Most stable structure: #ii

=====

#i
ORCA calculation (ωB97M-V/def2-TZVPD) on a 3-piece molecular cluster, C4H10N2 overall.

XYZ file:
```
16
Properties=species:S:1:pos:R:3
C -1.5838 1.4900 -2.4863
C 2.0828 1.1567 1.5464
C 1.1663 0.1036 1.5415
C -0.7033 -1.9855 -0.8519
N 1.1379 -0.9759 2.2864
N -2.0872 0.5588 -1.8402
H -1.4812 1.3260 -3.5757
H -1.3676 2.5278 -2.1902
H 2.6336 1.3055 2.4736
H 1.7484 2.0853 1.0915
H 0.1784 -2.5514 -1.1690
H -1.6055 -2.4654 -1.2843
H 0.4883 0.1488 0.6737
H 1.6306 -0.8294 3.1747
H -0.7412 -2.0761 0.2471
H -0.8070 -0.9598 -1.1555
```

The value obtained for the LUMO energy is -4.08 eV.

=====

#ii
ORCA calculation (ωB97M-V/def2-TZVPD) on one molecule with the formula C4H10N2.

XYZ file:
```
16
Properties=species:S:1:pos:R:3
H 1.9554 -1.8455 -0.0379
N 2.1126 -0.8868 -0.3757
C 1.0274 -0.0691 -0.0112
N 1.1690 1.2757 -0.2287
C -0.1986 -0.4407 0.8983
C -1.5520 0.2054 0.4762
C -2.1150 -0.2320 -0.8337
H 2.1963 1.5524 -0.4340
H 0.4068 1.9654 0.4457
H -0.3823 -1.4811 0.9213
H 0.0039 0.0302 1.9380
H -2.3197 -0.0021 1.2377
H -1.2919 1.3284 0.4618
H -1.3841 0.1676 -1.6306
H -3.1595 0.0638 -0.9965
H -1.9666 -1.2832 -0.8520
```

The value obtained for the LUMO energy is 0.65 eV.

=====

Most stable structure: #ii